{"formula": "C5H9N3", "method": "the ωB97M-V functional and the def2-TZVPD basis", "species": ["C", "C", "C", "C", "C", "N", "N", "N", "H", "H", "H", "H", "H", "H", "H", "H", "H"], "xyz": [[-0.2005, -1.0911, 0.2631], [2.0109, -0.9237, -0.6436], [0.5560, 1.2970, -0.0948], [-0.4767, 0.2985, 0.5469], [-1.8910, 0.6559, 0.0790], [2.4581, 0.0091, 0.1681], [1.8800, 1.1039, 0.4053], [-0.5208, -2.2599, 0.2574], [2.4869, -1.8875, -0.5886], [1.4247, -0.7126, -1.5397], [0.4982, 1.1711, -1.1861], [0.2545, 2.3138, 0.1682], [-0.3857, 0.4276, 1.6325], [-1.9957, 0.4762, -0.9855], [-2.0878, 1.7039, 0.2712], [-2.6302, 0.0582, 0.6029], [-1.3809, -2.6403, 0.6436]], "forces_ev_per_a": [[2.27, -0.65, -0.85], [-3.18, -1.03, -0.24], [0.08, -0.30, -0.60], [-0.09, 0.53, 0.29], [0.14, -0.13, 0.12], [1.24, 0.80, 1.01], [-0.04, 0.58, 0.55], [0.05, -0.15, 0.00], [0.07, -0.14, -0.04], [0.18, 0.19, -0.09], [-0.17, 0.10, 0.07], [-0.06, -0.19, -0.08], [-0.04, -0.02, -0.12], [-0.02, -0.03, -0.18], [-0.05, 0.19, 0.05], [-0.15, -0.06, 0.05], [-0.23, 0.31, 0.06]], "mulliken_charge": [0.15, -0.65, -0.76, 0.66, -1.43, -0.17, -0.45, -0.46, 0.35, 0.40, 0.37, 0.40, 0.20, 0.36, 0.40, 0.38, 0.25], "molar_mass_da": 111.148, "total_charge": 0, "energy_ev": -9796.5397, "lumo_ev": [0.051, 0.052], "de_lowest_kj_mol": 475.4, "homo_energy_ev": [-7.368, -7.370]}